# 1
Molecular formula: C2H3N3O2
Method: DFT, ωB97M-V with the def2-TZVPD basis set

Computed properties:
- Energy relative to the best compared isomer or geometry (same formula, charge and spin): 121.68 kcal/mol
- E: -10683.180 eV
- Net charge: 0
- HOMO-LUMO gap: 0.3176 Eh
- 2S+1: 1

Geometry (Å):
C -0.37562 0.08295 0.34760
C 0.61809 0.06207 -0.75539
N -0.37227 -0.23484 1.69340
O -0.72142 1.27122 -0.11151
O 1.80262 0.55007 -0.97428
N -1.19995 -0.79648 -0.78815
N -0.22467 -0.71671 -1.61233
H 1.97260 0.60789 -1.92921
H -0.96280 0.38466 2.23283
H -0.53658 -1.21083 1.89705



# 2
Molecular formula: C23H34N3O5S
Method: DFT, ωB97M-V with the def2-TZVPD basis set

Computed properties:
- Energy relative to the best compared isomer or geometry (same formula, charge and spin): 14.12 kcal/mol
- E: -49939.793 eV
- SMILES: CCOc1cc(C[NH2+]CCc2ccc(S(N)(=O)=O)cc2)ccc1OCC(=O)NC(C)(C)C
- Net charge: +1
- HOMO-LUMO gap: 0.2967 Eh
- 2S+1: 1

Geometry (Å):
C 4.38981 2.34645 0.64297
C 2.95366 2.46154 1.13643
O 2.54574 1.31930 1.88956
C 2.24368 0.12817 1.33740
C 1.92914 -0.85353 2.27247
C 1.54325 -2.13219 1.90287
C 0.94368 -3.06249 2.91369
N -0.55242 -3.05393 2.68751
C -1.41052 -2.78001 3.86715
C -1.32051 -1.30535 4.26944
C -1.35442 -0.35612 3.09337
C -2.16435 -0.59052 1.98186
C -2.13464 0.27109 0.89643
C -1.28687 1.35659 0.91755
S -1.21184 2.49283 -0.45741
N -1.80019 3.85597 0.33485
O 0.14157 2.79426 -0.81518
O -2.15421 2.12716 -1.47376
C -0.51698 1.63638 2.02650
C -0.54906 0.77784 3.11090
C 1.54997 -2.47536 0.55752
C 1.86981 -1.52122 -0.38645
C 2.14368 -0.20287 -0.03362
O 2.35018 0.77778 -0.94362
C 1.83534 0.64791 -2.24147
C 0.34031 0.26523 -2.27278
O -0.28648 0.06454 -1.24718
N -0.09207 0.13030 -3.53069
C -1.42694 -0.15823 -4.07556
C -2.32769 -0.79120 -3.02361
C -1.21514 -1.12093 -5.24792
C -2.03787 1.15657 -4.56318
H 4.48216 1.55507 -0.09481
H 5.05618 2.13260 1.47580
H 4.68851 3.28491 0.18581
H 2.88249 3.27399 1.86620
H 2.26033 2.65427 0.31498
H 1.98286 -0.57339 3.31193
H 1.14764 -2.71753 3.92561
H 1.30787 -4.08438 2.80608
H -0.83313 -3.93130 2.24396
H -0.74004 -2.27953 2.01596
H -2.43882 -3.03350 3.60345
H -1.10294 -3.42226 4.69383
H -0.40697 -1.12286 4.83569
H -2.15614 -1.08956 4.93905
H -2.86150 -1.41716 1.96891
H -2.74990 0.10395 0.02909
H -2.75730 4.05004 0.08852
H -1.22141 4.66533 0.17785
H 0.10746 2.51313 2.02816
H 0.05452 0.99538 3.97816
H 1.30304 -3.47748 0.24048
H 1.85414 -1.79661 -1.42813
H 2.41606 -0.07682 -2.83136
H 1.95145 1.64435 -2.67536
H 0.55564 0.41164 -4.25391
H -2.53077 -0.06248 -2.24636
H -3.26413 -1.09248 -3.48547
H -1.85229 -1.66412 -2.58306
H -0.75533 -2.04576 -4.90674
H -0.57634 -0.67357 -6.00659
H -2.16926 -1.36018 -5.70799
H -2.16555 1.82798 -3.71802
H -1.39749 1.63077 -5.30390
H -3.00863 0.97160 -5.01386



# 3
Molecular formula: C5H10N4O4S2
Method: DFT, ωB97M-V with the def2-TZVPD basis set

Computed properties:
- Energy relative to the best compared isomer or geometry (same formula, charge and spin): 88.97 kcal/mol
- E: -41161.273 eV
- Net charge: 0
- HOMO-LUMO gap (spin up / spin down): 0.3230 / 0.2078 Eh
- 2S+1: 1

Geometry (Å):
C -1.59732 -1.39455 -0.55520
C -2.48895 -0.37914 -0.43308
C -0.30099 -1.65645 0.00048
C -2.39277 1.02471 0.28962
C -1.15428 1.41867 0.68198
N 0.13026 -2.72581 -0.61524
N 0.27632 -0.95567 0.92535
N 1.53641 2.18147 0.16353
N 2.57657 -0.95582 -0.50539
O 0.27879 0.58189 -1.42173
O -0.50190 2.89469 -1.29096
O 2.29505 0.24495 1.70440
O 2.41896 -2.11756 1.64565
S 0.06356 1.71340 -0.60064
S 1.92303 -0.95806 1.00168
H -1.92266 -2.14438 -1.25914
H -3.35008 -0.43420 -1.06837
H -2.89152 1.67575 -0.47788
H -2.93569 1.03229 1.18348
H -0.98592 1.82573 1.68363
H 1.15690 -3.01124 -0.38175
H 2.00368 1.53647 0.84002
H 1.02773 2.97613 0.58063
H 2.14416 -0.42304 -1.32455
H 2.69064 -1.95024 -0.76652



# 4
Molecular formula: C22H66O11
Method: DFT, ωB97M-V with the def2-TZVPD basis set

Computed properties:
- Energy relative to the best compared isomer or geometry (same formula, charge and spin): 371.48 kcal/mol
- E: -46390.634 eV
- SMILES: CCO.CCO.CCO.CCO.CCO.CCO.CCO.CCO.CCO.CCO.CCO
- Net charge: 0
- HOMO-LUMO gap: 0.3517 Eh
- 2S+1: 1

Geometry (Å):
C -1.99365 4.01210 -3.51383
C -0.58865 3.57310 -3.08683
O 0.19435 4.20710 -4.05683
H -2.76665 3.58810 -2.88083
H -2.16265 3.60410 -4.40683
H -2.19765 5.05610 -3.59183
H -0.29765 2.51210 -3.24283
H -0.53965 3.73410 -2.01483
H 0.36435 3.79210 -4.87083
C -3.26265 -3.01390 -2.43583
C -3.56765 -3.29190 -1.15183
O -2.78865 -2.63290 -0.15983
H -2.32265 -3.13890 -2.92283
H -3.55665 -2.03290 -2.82083
H -3.98465 -3.55190 -3.27983
H -3.52665 -4.49790 -0.80283
H -4.41265 -2.97290 -0.79683
H -3.46965 -2.19590 0.35117
C 4.93835 -1.58990 -3.08883
C 3.55435 -1.43690 -2.50383
O 3.36335 -0.18490 -2.04783
H 5.13935 -2.84190 -2.99183
H 5.79835 -1.00890 -2.49183
H 4.82235 -1.37190 -4.14383
H 3.51635 -1.81590 -1.50183
H 2.76735 -1.85690 -3.05683
H 2.76235 -0.21090 -1.35783
C 5.96235 1.12910 1.03417
C 4.96935 0.22410 1.82517
O 3.81935 0.98110 2.22517
H 5.66435 1.62810 0.02817
H 6.80335 0.58210 0.54317
H 6.31035 1.82110 1.71317
H 5.10535 -0.25490 2.74317
H 4.94235 -0.53590 1.00817
H 4.09335 1.49010 3.06917
C -0.33365 -0.45590 -4.57783
C -1.86765 -0.18390 -4.91983
O -1.89965 0.74610 -6.01283
H -0.07965 -0.99790 -5.57283
H -0.08365 -0.98290 -3.66583
H 0.14435 0.63610 -4.55783
H -2.34665 0.42510 -4.10683
H -2.46465 -1.17690 -5.20283
H -2.73865 0.66710 -6.36383
C 0.60835 3.45110 3.70217
C 1.36635 4.13910 2.60717
O 0.71135 5.25710 2.19617
H 1.24035 2.67610 4.27417
H -0.20665 3.06710 3.29917
H 0.37235 4.04210 4.49517
H 1.42535 3.61310 1.57217
H 2.49135 4.35110 3.09217
H 1.21035 5.72510 1.46817
C -0.45865 0.11210 -0.24083
C 0.72035 0.81210 0.59617
O 1.87835 0.36410 0.08317
H -0.36765 0.20910 -1.38183
H -1.42765 0.43610 0.18717
H -0.31665 -1.04690 -0.17983
H 0.74335 0.41810 1.61717
H 0.43635 1.78310 0.81517
H 2.65035 0.66110 0.56317
C -4.39765 0.53910 -0.84183
C -5.91065 0.60010 -0.50083
O -6.28965 1.90810 -0.50483
H -4.03765 1.38210 -0.29983
H -4.23565 0.47210 -2.02283
H -3.95165 -0.40690 -0.40783
H -6.05965 0.00410 0.50717
H -6.44565 0.09410 -1.22883
H -6.41765 2.16810 0.48117
C 1.37335 -1.20390 4.16717
C 2.67435 -1.97090 4.18317
O 2.52135 -3.32590 4.30217
H 1.64335 -0.31790 4.22417
H 1.12435 -1.36490 5.24117
H 0.98635 -1.56990 3.34417
H 3.39635 -1.42690 4.91117
H 3.16835 -1.79390 3.11417
H 3.27235 -3.86890 4.27217
C 1.80235 -4.35290 1.07717
C 0.41635 -3.70390 0.75417
O -0.48865 -4.58890 0.13117
H 2.51635 -3.63590 1.50917
H 2.24735 -4.89390 0.19817
H 1.49135 -5.00690 1.70617
H 0.64535 -2.77090 0.10517
H 0.04535 -3.50290 1.64617
H -1.27465 -4.05190 -0.03883
C -2.04865 -0.13590 3.31217
C -2.83265 1.25210 3.56117
O -4.28665 0.96410 3.27117
H -2.36665 -1.08090 3.76717
H -1.06565 0.21610 3.72817
H -2.09665 -0.26490 2.28317
H -2.35165 2.13610 2.97017
H -2.61665 1.52810 4.54217
H -5.01065 1.73110 3.42917



# 5
Molecular formula: C2H8N2O2S
Method: DFT, ωB97M-V with the def2-TZVPD basis set

Computed properties:
- Energy relative to the best compared isomer or geometry (same formula, charge and spin): 52.43 kcal/mol
- E: -20110.828 eV
- Net charge: 0
- HOMO-LUMO gap: 0.3447 Eh
- 2S+1: 1

Geometry (Å):
C -1.93768 0.93791 0.56338
C 2.27672 0.05108 -1.38471
N -2.43971 -1.31726 0.01143
N -1.61527 -0.17859 0.01278
O 1.59810 1.22765 0.69184
O 2.02825 -1.23257 1.04513
S 1.29615 -0.35305 0.17323
H -2.86639 1.08665 1.12253
H 1.01762 1.24061 1.47249
H -1.21662 1.76023 0.53201
H 1.85702 -0.56184 -2.07500
H 1.83713 0.94869 -1.66372
H 3.24959 -0.07330 -1.06920
H -2.12233 -2.20566 -0.28428
H -2.96259 -1.33053 0.85209



# 6
Molecular formula: C10H24N4O4SSbSe4W
Method: DFT, ωB97M-V with the def2-TZVPD basis set

Computed properties:
- E: -305483.955 eV
- Net charge: +1
- HOMO-LUMO gap (spin up / spin down): 0.2481 / 0.2053 Eh
- 2S+1: 3

Geometry (Å):
W -0.62484 -1.30951 -1.11119
C 1.26758 2.61881 -0.69877
C 0.68921 2.12157 0.62347
N -0.57222 1.40491 0.44055
C -1.28718 1.15704 1.69429
C -2.18584 -0.06742 1.55097
N -1.43609 -1.25928 1.09720
C -0.81090 -2.05021 2.19405
C 0.36334 -1.40097 2.91478
C 1.62489 -1.03530 2.10705
N 1.46536 -0.95895 0.63550
C 2.70140 -0.49184 -0.00146
C 2.50468 -0.40700 -1.50077
N 1.21926 0.24686 -1.83930
C 1.28331 1.72181 -1.95918
H 2.28964 2.94076 -0.48823
H 0.71119 3.51341 -0.98597
H 0.54125 3.00393 1.26038
H 1.38230 1.46346 1.14271
H -1.14992 2.05095 -0.09522
H -1.91126 2.00732 1.98711
H -0.55163 1.00045 2.48001
H -2.95805 0.14397 0.81015
H -2.69094 -0.27365 2.49920
H -2.11170 -1.91413 0.69972
H -0.50760 -3.00531 1.76723
H -1.58241 -2.25885 2.93930
H 0.66345 -2.12031 3.67817
H 0.00224 -0.52909 3.45623
H 2.41553 -1.75985 2.32334
H 1.98827 -0.06681 2.45425
H 1.38976 -1.93299 0.36050
H 3.54203 -1.15766 0.21920
H 2.95200 0.49255 0.39782
H 2.48331 -1.40940 -1.93281
H 3.34470 0.13305 -1.94628
H 1.00552 -0.06997 -2.77982
H 0.44353 2.00944 -2.59419
H 2.19059 1.96503 -2.51966
O -0.07531 -1.91438 -2.66918
S -0.84543 -3.67799 -1.70096
O -1.26978 -4.92181 -1.13635
O -2.07003 -2.53717 -1.28080
O 0.12752 -2.98390 -0.50401
Se -4.94259 2.84665 -1.25988
Sb -3.19586 2.23612 -2.84524
Se -1.92862 4.25003 -2.72184
Se -3.99612 1.91037 -5.14987
Se -1.88750 0.27524 -2.01220



# 7
Molecular formula: C13H24N4OsSSe2
Method: DFT, ωB97M-V with the def2-TZVPD basis set

Computed properties:
- Energy relative to the best compared isomer or geometry (same formula, charge and spin): 0.00 kcal/mol
- E: -163782.805 eV
- Net charge: +4
- HOMO-LUMO gap (spin up / spin down): 0.2176 / 0.2175 Eh
- 2S+1: 1

Geometry (Å):
Os -0.41620 0.11585 0.10314
C 0.20604 -0.46535 3.74150
Se -1.18531 -0.23593 2.38048
C -1.81445 1.57424 2.90247
C -1.11577 2.63626 2.08602
Se -1.46607 2.31236 0.19497
C -0.36073 3.71801 -0.57107
H -0.37229 -0.47498 4.66632
H 0.91787 0.35558 3.72433
H 0.67798 -1.43348 3.59453
H -1.59213 1.70054 3.96306
H -2.89824 1.55019 2.79014
H -0.03397 2.60487 2.21854
H -1.46017 3.64199 2.33671
H -0.91015 4.64157 -0.38605
H -0.28388 3.54335 -1.64203
H 0.61153 3.73303 -0.08519
C 4.31107 1.15586 -1.84713
N 4.07186 0.05140 -0.88669
C 5.00240 -0.88573 -0.58796
C 4.47435 -1.70714 0.38490
N 3.23036 -1.23777 0.64453
C 2.96609 -0.15476 -0.12727
S 1.62198 0.93560 -0.13737
H 4.82470 1.96405 -1.32948
H 3.36691 1.49933 -2.25541
H 4.93743 0.77277 -2.64790
H 5.96992 -0.92039 -1.06871
H 4.90887 -2.55553 0.89336
H 2.60032 -1.64301 1.32007
C -4.95473 -1.38269 -2.66069
C -3.66176 -1.43979 -1.97175
C -2.74944 -2.53780 -1.84683
C -1.69342 -2.07422 -1.14355
N -1.90490 -0.73816 -0.78661
N -3.11307 -0.40121 -1.34340
C -0.37587 -2.63769 -0.73287
H -5.60571 -2.17921 -2.28684
H -4.79271 -1.60476 -3.72202
H -5.45236 -0.42053 -2.56300
H -2.90036 -3.52747 -2.25257
H -3.50677 0.52505 -1.24166
H 0.36644 -2.51524 -1.52454
H -0.43396 -3.70281 -0.50368
H -0.01167 -2.15626 0.20721



Look up the net charge of the fifth one. 0